14
Properties=species:S:1:pos:R:3:mulliken_charge:R:1 method="wB97M-V/def2-TZVPD" charge=0 fmax_ha_per_bohr=0.072 orbital_gap_ha=0.354 e_lumo_ev=0.206 homo_energy_ev=-9.419
C 0.07 0.12 1.19 -1.00
C -0.11 0.02 -0.97 -0.83
C -0.60 -0.88 0.21 0.33
C 0.85 0.70 0.04 0.39
O -2.05 -1.08 0.15 -0.57
O 0.92 2.06 0.15 -0.51
I 2.91 -0.33 -0.10 -0.05
H -0.74 0.76 1.45 0.31
H 0.48 -0.42 1.94 0.39
H 0.01 -0.51 -1.94 0.29
H -0.87 0.67 -1.21 0.33
H 0.03 -1.90 0.18 0.22
H -2.43 -1.67 -0.55 0.32
H 1.53 2.47 -0.52 0.40

---

29
Properties=species:S:1:pos:R:3:mulliken_charge:R:1 method="wB97M-V/def2-TZVPD" charge=-1 fmax_ha_per_bohr=0.123 orbital_gap_ha=0.264 e_lumo_ev=3.116 homo_energy_ev=-4.070
C 0.73 3.83 0.86 -1.37
C 0.39 2.40 1.06 0.79
C 1.37 1.52 1.24 -0.57
C -0.85 1.79 1.04 0.43
C -0.52 0.42 1.38 0.25
C -2.18 1.93 0.82 -0.14
C -1.39 -0.67 1.41 -0.51
C -3.18 0.89 0.93 -0.95
C -2.71 -0.42 1.21 -0.25
N 0.92 0.23 1.65 -0.27
H 1.11 3.94 -0.16 0.29
H 1.38 4.63 1.18 0.42
H 2.44 1.80 1.33 0.32
H 1.44 -0.69 1.34 0.38
H -2.45 2.99 0.37 0.06
H -0.94 -1.78 1.52 0.15
H -4.20 0.96 0.89 0.47
H -3.43 -1.21 1.52 0.32
H -0.35 4.33 0.81 0.18
C 0.41 -1.62 -2.36 -0.38
C 0.38 -2.25 -3.79 -1.00
C 1.62 -2.26 -1.45 0.37
O 2.57 -2.81 -1.98 -0.75
O 1.47 -2.29 -0.26 -0.66
H 0.85 -0.58 -2.40 0.16
H -0.35 -1.80 -1.71 0.39
H 0.97 -3.09 -3.72 0.35
H 0.93 -1.64 -4.54 0.23
H -0.68 -2.09 -4.15 0.29

---

24
Properties=species:S:1:pos:R:3:mulliken_charge:R:1 method="wB97M-V/def2-TZVPD" charge=0 fmax_ha_per_bohr=0.067 orbital_gap_ha=0.361 e_lumo_ev=0.943 homo_energy_ev=-8.893
C 1.72 0.52 -0.49 0.67
C 1.17 -0.30 0.98 -1.35
N 2.93 1.16 -0.12 -0.47
N 1.86 -0.49 -1.48 -0.53
O 0.76 1.44 -0.86 -0.60
H 0.00 0.95 -1.28 0.37
H 3.63 1.29 -0.84 0.20
H 2.43 -1.27 -1.18 0.20
H 2.80 1.81 0.64 0.19
H 1.83 -0.18 -2.44 0.19
H 0.96 0.48 1.71 0.34
H 0.48 -1.13 0.91 0.37
H 2.08 -0.81 1.27 0.48
C -1.80 0.17 -0.02 0.46
C -2.36 0.26 1.40 -1.41
C -1.97 -1.22 -0.63 -1.05
H -2.31 0.90 -0.65 0.41
H -0.67 0.31 0.16 -0.48
H -1.82 -0.42 2.05 0.29
H -1.46 -1.97 -0.02 0.26
H -2.23 1.26 1.80 0.33
H -3.43 0.01 1.42 0.41
H -1.56 -1.26 -1.64 0.29
H -3.03 -1.50 -0.69 0.41

---

79
Properties=species:S:1:pos:R:3:mulliken_charge:R:1 method="wB97M-V/def2-TZVPD" charge=+1 fmax_ha_per_bohr=0.100 orbital_gap_ha=0.289 e_lumo_ev=-1.959 homo_energy_ev=-9.811
O -1.88 -2.40 -1.13 -0.03
O -3.10 -1.61 -2.87 -0.07
C -0.64 -3.14 -1.44 0.01
C 0.20 -3.39 -0.22 -1.24
H -0.11 -2.51 -2.16 0.18
H -0.94 -4.08 -1.94 0.26
H 0.27 -2.53 0.45 0.00
H 1.21 -3.65 -0.54 0.44
H -0.17 -4.26 0.33 0.43
C -2.66 -2.85 0.06 -0.18
C -3.68 -3.88 -0.32 -1.36
H -3.12 -1.93 0.46 0.13
H -1.94 -3.21 0.79 0.47
H -4.37 -3.50 -1.09 0.26
H -4.27 -4.14 0.57 0.43
H -3.19 -4.79 -0.68 0.33
C -3.43 -0.22 -2.55 -0.26
C -2.54 -1.82 -4.21 -0.20
C -4.21 -0.17 -1.27 -0.95
H -4.01 0.16 -3.39 0.57
H -2.49 0.36 -2.48 0.17
H -4.87 -1.03 -1.14 0.24
H -4.84 0.73 -1.29 0.45
H -3.55 -0.07 -0.40 0.03
C -3.27 -2.96 -4.87 -1.31
H -1.47 -2.03 -4.10 0.21
H -2.66 -0.89 -4.79 0.44
H -3.15 -3.89 -4.30 0.30
H -2.89 -3.12 -5.88 0.43
H -4.34 -2.74 -4.95 0.31
H -2.50 -2.09 -2.01 0.42
La 0.94 1.58 1.36 0.78
C 0.04 1.97 -0.54 0.11
Si 1.05 2.11 -2.08 0.41
H -0.64 2.84 -0.45 0.60
H -0.63 1.08 -0.69 -0.68
C 1.83 0.45 -2.49 -0.33
C 2.44 3.36 -1.83 -1.00
C -0.05 2.64 -3.50 -1.06
C 3.08 0.39 1.20 -0.75
Si 4.20 1.42 2.27 0.22
H 3.51 0.18 0.20 0.25
H 2.89 -0.61 1.66 0.38
C 4.96 2.79 1.23 -1.02
C 5.60 0.43 3.06 -1.06
C 3.24 2.20 3.71 -1.10
H 0.49 3.29 -4.19 0.38
H -0.92 3.20 -3.12 0.30
H -0.43 1.78 -4.06 0.25
H 2.63 0.18 -1.78 0.24
H 2.27 0.49 -3.49 0.41
H 1.09 -0.36 -2.47 -0.36
H 3.32 2.92 -1.34 0.14
H 2.09 4.21 -1.23 0.34
H 2.75 3.74 -2.81 0.39
H 6.15 -0.15 2.31 0.31
H 5.20 -0.28 3.81 0.30
H 6.31 1.10 3.57 0.31
H 2.67 1.45 4.29 0.26
H 2.56 3.02 3.43 0.37
H 3.99 2.63 4.39 0.41
H 5.83 3.22 1.75 0.34
H 4.25 3.61 1.04 0.30
H 5.30 2.40 0.26 0.30
F 0.66 -2.73 4.24 -0.18
C 0.51 -1.40 4.44 0.49
F -0.01 -1.19 5.66 -0.19
F 1.75 -0.83 4.39 -0.15
S -0.58 -0.67 3.11 1.17
O 0.21 -0.75 1.84 -0.42
O -1.88 -1.26 3.10 -0.64
N -0.43 0.89 3.57 -0.63
S -1.73 1.82 3.15 0.94
O -1.66 1.90 1.67 -0.50
O -2.97 1.52 3.79 -0.53
C -1.01 3.44 3.68 0.62
F -0.60 3.46 4.96 -0.19
F 0.15 3.65 2.89 -0.30
F -1.83 4.46 3.43 -0.17

---

23
Properties=species:S:1:pos:R:3:mulliken_charge:R:1 method="wB97M-V/def2-TZVPD" charge=+1 fmax_ha_per_bohr=0.158 orbital_gap_ha=0.296 e_lumo_ev=-4.349 homo_energy_ev=-12.391
C 3.61 -0.16 -0.11 -0.39
C 2.92 -1.36 -0.34 -0.59
C 2.92 0.94 0.27 -0.55
C 1.59 -1.41 -0.07 -0.29
C 1.60 0.98 0.39 -0.35
C 0.86 -0.23 0.31 0.61
C -0.54 -0.24 0.56 0.02
C -1.90 -0.74 0.29 0.17
C -3.13 -1.53 0.09 -0.99
C -1.90 1.69 -0.66 -0.94
N -1.66 0.74 0.45 0.03
H 4.66 -0.02 -0.03 0.41
H 3.42 -2.19 -0.75 0.44
H 3.39 1.97 0.26 0.29
H 1.08 -2.39 -0.12 0.37
H 0.96 1.79 0.60 0.41
H -2.98 -2.47 0.53 0.36
H -3.51 -1.38 -0.98 0.30
H -3.80 -1.06 0.86 0.31
H -1.26 2.54 -0.63 0.35
H -1.58 1.23 -1.59 0.39
H -2.83 2.18 -0.62 0.37
H -1.90 1.14 1.29 0.28

---

39
Properties=species:S:1:pos:R:3:mulliken_charge:R:1 method="wB97M-V/def2-TZVPD" charge=0 fmax_ha_per_bohr=0.050 orbital_gap_ha=0.349 e_lumo_ev=0.600 homo_energy_ev=-8.892
C -1.39 1.92 2.57 -1.24
C -1.37 1.80 1.00 0.47
C -2.25 0.63 0.46 -0.41
C -2.77 0.82 -1.01 -0.79
C -1.77 1.49 -2.00 -0.41
C -0.79 0.47 -2.67 -1.02
C 0.40 0.08 -1.74 0.74
P 1.93 1.13 -1.99 0.15
Br 1.66 3.07 -0.85 -0.23
O 3.12 0.28 -1.10 -0.34
C 2.83 0.17 0.31 0.18
C 3.18 -1.25 0.89 -0.68
O 2.08 -1.92 1.48 -0.42
C 1.22 -2.51 0.50 0.77
C 0.48 -3.73 1.16 -1.22
H -1.36 3.00 2.81 0.32
H -0.47 1.45 2.96 0.28
H -2.32 1.48 2.97 0.32
H -0.31 1.73 0.70 -0.35
H -1.76 2.74 0.55 0.30
H -1.70 -0.33 0.60 -0.02
H -3.13 0.57 1.13 0.50
H -3.02 -0.19 -1.40 0.28
H -3.70 1.41 -0.95 0.33
H -2.39 1.89 -2.83 0.38
H -1.22 2.35 -1.59 0.21
H -0.46 0.79 -3.68 0.43
H -1.38 -0.46 -2.82 0.34
H 0.68 -0.98 -1.88 0.40
H 0.07 0.19 -0.69 -0.91
H 1.80 0.44 0.60 -0.04
H 3.50 0.90 0.81 0.35
H 3.89 -1.07 1.72 0.29
H 3.73 -1.87 0.16 0.35
H 0.43 -1.76 0.30 -0.57
H 1.76 -2.79 -0.42 0.35
H -0.59 -3.65 0.88 0.33
H 0.52 -3.56 2.25 0.30
H 0.88 -4.70 0.84 0.30

---

8
Properties=species:S:1:pos:R:3:mulliken_charge:R:1 method="wB97M-V/def2-TZVPD" charge=+1 fmax_ha_per_bohr=0.082 multiplicity=5 orbital_gap_ha="0.227 / 0.199" e_lumo_ev="-5.838 / -6.611" homo_energy_ev="-12.003 / -12.022"
C 0.10 0.58 2.33 0.58
C 0.21 -0.02 1.29 0.05
O 0.31 -0.64 0.18 -0.65
F -0.03 1.26 3.43 -0.26
O -0.20 1.63 -1.84 -0.22
C -0.01 0.48 -1.92 0.92
O -0.09 -0.57 -2.48 -0.49
Er -0.29 -2.72 -1.00 1.06

---

13
Properties=species:S:1:pos:R:3:mulliken_charge:R:1 method="wB97M-V/def2-TZVPD" charge=0 fmax_ha_per_bohr=0.033 orbital_gap_ha=0.373 e_lumo_ev=0.692 homo_energy_ev=-9.451
C 1.06 0.37 1.93 -0.79
C -0.43 -0.75 -1.27 0.44
C -1.09 0.61 -1.45 -0.42
H 1.91 -0.26 2.06 0.30
H 0.92 0.82 2.92 0.34
H 1.28 1.19 1.29 0.24
H 0.29 -2.07 -0.08 0.30
H -1.57 0.49 -2.44 0.29
H -1.88 0.79 -0.71 0.33
N 0.07 -1.10 -0.02 -0.24
O -0.29 -1.49 -2.21 -0.57
S -0.40 -0.54 1.47 -0.05
Cl 0.12 1.94 -1.47 -0.17

---

80
Properties=species:S:1:pos:R:3:mulliken_charge:R:1 method="wB97M-V/def2-TZVPD" charge=+4 fmax_ha_per_bohr=0.006 orbital_gap_ha="0.173 / 0.187" e_lumo_ev="-13.370 / -12.999" homo_energy_ev="-18.090 / -18.093"
Pb -0.12 -0.91 0.59 1.43
C -4.04 -1.44 -1.92 -2.02
C -2.68 -1.38 -1.31 0.80
N -2.38 -0.88 -0.18 0.21
C -3.17 -0.05 0.69 -0.64
C -2.43 1.31 0.91 -0.79
N -0.99 1.26 0.57 0.43
C -0.10 2.22 1.23 -0.67
C 0.65 1.62 2.43 -0.84
N 1.38 0.38 2.12 -0.17
C 2.72 0.45 1.52 -1.12
C 2.75 0.59 -0.01 -0.64
N 1.83 -0.34 -0.66 0.27
C 1.96 -0.75 -1.86 0.90
C 3.09 -0.46 -2.78 -1.81
C 0.78 -1.50 -2.44 0.13
C 0.74 -2.05 -3.71 -0.91
C -0.47 -2.54 -4.18 -0.97
C -1.62 -2.40 -3.42 -0.84
C -1.51 -1.83 -2.15 0.59
N -0.32 -1.46 -1.69 0.58
H -4.82 -1.14 -1.22 0.49
H -4.26 -2.45 -2.26 0.46
H -4.05 -0.77 -2.78 0.31
H -3.29 -0.57 1.64 0.25
H -4.16 0.15 0.29 0.42
H -2.53 1.61 1.95 0.53
H -2.90 2.08 0.30 0.38
H -0.89 1.36 -0.47 0.09
H -0.66 3.09 1.58 0.58
H 0.60 2.59 0.48 0.26
H -0.07 1.38 3.22 0.36
H 1.34 2.38 2.82 0.41
H 1.44 -0.18 2.97 0.31
H 3.24 -0.46 1.80 0.49
H 3.28 1.29 1.94 0.38
H 3.78 0.45 -0.32 0.55
H 2.45 1.60 -0.31 0.32
H 3.92 0.04 -2.28 0.50
H 2.74 0.19 -3.58 0.36
H 3.46 -1.37 -3.24 0.44
H 1.62 -2.08 -4.34 0.54
H -0.53 -2.98 -5.16 0.50
H -2.58 -2.71 -3.81 0.53
N -0.61 -4.61 4.40 0.03
C -1.35 -3.83 5.26 0.62
C -1.91 -4.08 6.48 -1.09
C -2.60 -3.01 7.06 -0.46
C -2.71 -1.73 6.42 -0.64
C -2.15 -1.49 5.21 -0.66
C -1.44 -2.56 4.59 0.80
N -0.79 -2.59 3.42 0.03
C -0.29 -3.85 3.32 0.52
C 0.50 -4.33 2.22 -0.47
C 1.09 -5.56 2.14 -0.56
S 1.96 -5.73 0.71 0.02
C 1.51 -4.14 0.28 -0.41
N 0.76 -3.51 1.13 0.27
H -0.35 -5.57 4.55 0.26
H -1.84 -5.04 6.98 0.49
H -3.07 -3.15 8.02 0.45
H -3.26 -0.95 6.94 0.48
H -2.22 -0.52 4.73 0.45
H 1.06 -6.37 2.86 0.40
H 1.84 -3.71 -0.66 0.37
C -2.50 4.14 -5.80 -1.07
N -2.27 3.20 -4.71 0.05
C -1.07 3.12 -3.91 -0.24
C -1.43 1.99 -2.97 -0.27
O -0.67 1.61 -2.05 -0.74
N -2.64 1.51 -3.25 -0.29
C -3.10 2.26 -4.29 0.35
N -4.30 2.06 -4.83 -0.31
H -1.75 4.93 -5.75 0.38
H -3.48 4.61 -5.70 0.41
H -2.42 3.65 -6.77 0.35
H -0.88 4.05 -3.36 0.37
H -0.18 2.89 -4.51 0.32
H -4.92 1.38 -4.43 0.20
H -4.64 2.62 -5.59 0.22

---

14
Properties=species:S:1:pos:R:3:mulliken_charge:R:1 method="wB97M-V/def2-TZVPD" charge=0 fmax_ha_per_bohr=0.207 multiplicity=3 orbital_gap_ha="0.281 / 0.332" e_lumo_ev="1.085 / -0.556" homo_energy_ev="-6.559 / -9.588"
C -2.52 -0.11 0.55 -0.48
C 1.84 0.22 1.12 -0.48
N 0.45 0.10 -2.13 -0.57
N -0.26 -0.02 0.52 -0.38
O -1.43 -0.58 0.84 -0.10
O 0.79 -0.74 1.08 -0.14
H 0.28 -0.42 -1.29 0.25
H -3.27 -0.74 0.99 0.29
H -2.72 0.74 -0.01 0.42
H 1.50 0.91 1.94 0.22
H 1.86 0.88 0.09 0.28
H 2.75 -0.20 1.52 0.28
H -0.39 0.34 -2.50 0.21
H 1.13 -0.39 -2.71 0.21

---

9
Properties=species:S:1:pos:R:3:mulliken_charge:R:1 method="wB97M-V/def2-TZVPD" charge=0 fmax_ha_per_bohr=0.108 orbital_gap_ha=0.332 e_lumo_ev=0.063 homo_energy_ev=-8.975
C -0.65 -0.21 -1.42 -0.43
C -1.13 -0.37 -0.26 0.73
C 1.28 1.09 2.24 0.67
O 0.58 1.97 2.29 -0.31
O -1.51 -0.48 0.84 -0.37
O 2.04 0.25 2.30 -0.35
O 0.33 -0.97 -2.02 -0.48
H -1.00 0.64 -2.15 0.24
H 0.05 -1.91 -1.81 0.31

---

11
Properties=species:S:1:pos:R:3:mulliken_charge:R:1 method="wB97M-V/def2-TZVPD" charge=-1 fmax_ha_per_bohr=0.056 orbital_gap_ha=0.329 e_lumo_ev=4.459 homo_energy_ev=-4.498
N 1.09 0.61 0.31 -0.31
C 0.90 -0.05 1.45 0.25
N 1.48 0.10 2.61 -0.84
H 1.96 1.11 0.23 0.22
H 0.36 0.65 -0.42 0.19
H -0.04 -0.62 1.42 0.24
H 0.74 0.07 3.30 0.21
O -1.61 -0.99 -0.71 -0.62
C -1.45 -0.13 -1.60 0.07
O -0.37 0.37 -2.01 -0.74
H -2.38 0.28 -2.06 0.33